(1)
ORCA calculation (wB97M-V/def2-TZVPD) on a single C3H7NO3 molecule.

Summary:
SMILES string ... O=C(O)NCCO
Charge ... 0
Lowest unoccupied orbital energy ... 0.0131 hartree
Energy above the lowest of the compared OMol25 structures with the same formula, charge and spin ... 299.3 kJ/mol
Electronic energy ... -398.92367 hartree
Spin multiplicity ... 1

Positions of all 14 atoms, in Å:
O  0.11751  -2.87632  -0.48939
O  0.60708  2.97822  -0.08767
C  0.05305  -1.75255  0.00346
H  1.19575  -0.67825  1.23892
C  -0.68678  0.85614  0.34713
N  -0.36461  -0.48509  -0.51761
H  0.04440  0.76204  1.17612
H  -1.16876  2.41326  -1.05367
H  0.10338  3.89481  -0.06702
O  0.55139  -1.53316  1.27406
H  -1.21801  -0.62576  -1.11020
H  0.46943  1.62419  -1.47219
C  -0.25689  2.01346  -0.59357
H  -1.73809  0.75313  0.79322



(2)
ORCA calculation (wB97M-V/def2-TZVPD) on a molecular structure, C20H45ErN2OP3S.

Summary:
Charge ... +3
Lowest unoccupied orbital energy (alpha / beta) ... -0.3625 / -0.3577 hartree
Energy above the lowest of the compared OMol25 structures with the same formula, charge and spin ... 141.8 kJ/mol
Electronic energy ... -3410.15730 hartree
Spin multiplicity ... 4

Positions of all 73 atoms, in Å:
H  -0.52697  3.76243  -0.85133
H  -0.78686  -3.98226  -1.55455
H  -2.05378  3.56141  -3.65676
H  -1.69203  1.70092  -6.17745
C  2.16508  3.87514  1.03461
C  3.53945  -2.33231  0.98738
H  -3.39852  -2.96289  -1.18013
H  -2.73439  -1.05100  -4.78992
C  2.99983  2.39828  -1.25665
H  0.24232  -3.83769  -0.11529
C  -0.72809  -1.70329  -5.05860
H  2.10751  -0.93252  -0.37557
C  -0.30852  -3.27083  -0.86949
H  4.53697  -1.89122  0.81400
H  0.94937  -0.67485  5.34639
O  0.62399  0.30427  -1.90074
P  1.54534  2.64675  -0.17462
H  -3.01149  2.00846  -4.09090
H  -0.42531  -0.22020  6.31840
C  -1.68460  -0.90706  -4.41984
C  -2.96785  0.27286  5.58454
C  0.49366  3.68635  -1.27719
H  0.01664  -1.16162  2.23811
H  -3.00406  -3.85955  0.73859
H  -3.49890  -1.18674  -0.99048
H  3.61460  0.93107  1.22318
H  2.73384  2.46848  -2.30591
H  0.63746  -2.77529  1.89580
H  3.33235  -2.99936  0.13615
H  3.38991  1.40397  -1.07140
C  3.00216  0.35168  1.92991
H  2.31510  1.04278  2.43618
H  3.67223  -0.09321  2.69221
H  -2.27997  0.71285  6.33007
C  0.65028  -1.47758  -4.94023
H  2.15494  3.45030  2.05002
C  -1.25343  -0.05535  -3.39087
H  -2.42302  -1.87606  -2.23481
H  0.93221  4.69849  -1.34960
N  -2.64327  0.70116  4.22050
S  -1.33861  1.85105  2.17338
C  -1.42399  0.95840  3.73506
Er  -0.57747  0.73754  -0.12780
N  -0.30576  0.75658  4.46375
C  0.91872  -1.75542  2.19276
C  0.15187  -0.04858  -3.10812
H  1.52714  4.77099  1.01380
C  -2.83278  -2.02593  -1.23041
H  -0.77518  3.27693  -5.85148
H  3.76333  3.13164  -1.02984
H  -3.97484  0.59503  5.82718
H  2.17471  -0.43955  -3.69117
H  -2.90793  -0.82795  5.61668
H  -1.90941  0.60603  -2.79902
H  -0.64326  -1.30119  4.92484
P  2.21771  -1.06326  1.08968
H  -2.78586  -2.58877  1.96471
H  -3.39229  0.95039  3.56256
H  -1.51658  -3.82321  1.73415
H  3.57399  -2.93637  1.90038
H  1.31920  -2.04492  -5.59947
H  0.41959  -2.69485  -1.44963
H  1.31251  -1.80902  3.22308
H  0.45207  3.22480  -2.28414
C  -1.46803  2.50444  -5.45584
P  -1.46614  -2.09650  -0.03524
C  1.13390  -0.58024  -3.97611
C  -2.16604  2.67394  -4.30067
H  0.52727  1.20120  4.06952
H  -1.07301  -2.44323  -5.76323
C  -2.26029  -3.20047  1.21720
H  3.19740  4.13588  0.74936
C  -0.10609  -0.42219  5.30035



(3)
ORCA calculation (wB97M-V/def2-TZVPD) on a single C6H10FN molecule.

Summary:
SMILES string ... FC[C@H]1[C@H]2CNC[C@@H]12
Charge ... 0
Lowest unoccupied orbital energy ... 0.0355 hartree
Energy above the lowest of the compared OMol25 structures with the same formula, charge and spin ... 52.4 kJ/mol
Electronic energy ... -389.19469 hartree
Spin multiplicity ... 1

Positions of all 18 atoms, in Å:
C  0.56183  1.02623  0.75751
H  2.15620  -0.13433  -1.57116
C  -0.75012  1.10576  -0.00911
C  1.13863  -0.31545  -1.18203
H  2.14748  -0.14788  1.55191
H  0.55425  -0.82770  -1.99020
H  0.56448  -0.78985  1.99517
N  1.18897  -1.18179  -0.00324
H  -2.53194  0.33659  -0.90479
C  1.14513  -0.31446  1.18978
H  -1.15591  2.11875  0.00189
H  -2.53078  0.34157  0.89240
H  0.84631  1.88979  1.33388
F  -1.56876  -1.19885  0.00853
C  -1.90757  0.15557  -0.00559
H  0.32846  -1.74853  -0.02292
C  0.56828  1.03390  -0.75540
H  0.88042  1.87442  -1.31127



(4)
ORCA calculation (wB97M-V/def2-TZVPD) on a molecular structure, C9H18O10Sr.

Summary:
Charge ... -2
Lowest unoccupied orbital energy ... 0.1631 hartree
Energy above the lowest of the compared OMol25 structures with the same formula, charge and spin ... 210.0 kJ/mol
Electronic energy ... -1137.03493 hartree
Spin multiplicity ... 1

Positions of all 38 atoms, in Å:
H  -0.40935  4.37503  1.27700
C  0.54558  2.55182  1.72386
C  0.58774  4.00703  1.51883
O  0.09085  -2.62870  -0.63227
H  -1.33871  -2.09340  2.70304
O  -0.50655  1.99093  1.99517
H  -0.41454  1.76337  -3.70768
O  -0.50580  -1.62441  2.75344
C  0.20240  -2.30405  -1.96857
O  -2.78325  -1.22611  0.99793
H  4.25106  -3.43971  1.17054
H  0.71818  -3.33105  -0.44583
H  2.42662  -3.39487  1.15246
C  -4.66867  -0.35473  -0.16697
O  2.01993  2.57440  -2.38644
H  -0.55934  -1.12723  3.56964
C  3.34922  -1.55392  0.79653
H  0.82173  -1.40711  -1.96505
H  3.50642  -2.78675  2.55333
C  -3.14716  -0.60446  -0.01289
H  0.70648  -3.12878  -2.47238
O  2.32905  -0.92162  0.72102
H  -4.85894  0.46743  -0.85686
C  0.89301  2.06220  -2.10283
H  -0.75493  -1.97755  -2.37480
C  -0.33324  2.51681  -2.92422
H  1.23317  4.36970  0.71883
O  1.46235  1.84855  1.31325
H  -5.10700  -0.04983  0.78330
H  -5.16200  -1.23874  -0.57101
Sr  -0.19753  -0.39350  0.61376
O  4.41818  -1.05555  0.50947
H  -1.26700  2.35270  -2.38638
O  0.77106  1.19480  -1.25906
C  3.34800  -2.91509  1.48256
H  0.97237  4.39973  2.46007
O  -2.39338  -0.27601  -0.96977
H  -0.24588  3.35855  -3.61119



(5)
ORCA calculation (wB97M-V/def2-TZVPD) on 4 unconnected molecules or ions with the total composition C23H52N2O19P4S.

Summary:
SMILES string ... CC(=O)OCCCCCCO[P@](=O)(O)OCCCCSc1nnco1.COP(=O)(OC)OC.COP(=O)(OC)OC.COP(=O)(OC)OC
Charge ... 0
Lowest unoccupied orbital energy ... -0.0671 hartree
Electronic energy ... -4210.41561 hartree
Spin multiplicity ... 1

Positions of all 101 atoms, in Å:
N  3.13094  -3.44886  0.29025
H  2.00070  -6.27151  -4.45989
H  1.99623  -2.39343  4.29043
H  -4.93117  -0.06509  8.76712
H  -1.43914  2.35058  6.06990
O  -0.63694  -3.55808  -2.23546
O  0.91057  2.29992  -0.77923
C  -0.34059  2.23561  -4.88801
H  -1.39465  1.43258  -1.54621
C  -2.29887  3.39417  -0.01616
H  0.26145  3.13568  -4.78636
C  3.85854  -3.23391  1.33285
O  1.74109  0.90438  1.17177
N  3.78065  -2.80880  -0.75816
H  -3.19520  2.57719  6.07833
H  -2.39304  1.74723  7.43849
H  0.57011  -5.94347  -5.45525
H  -6.22061  0.83706  7.94226
O  0.65502  -5.01674  -3.57260
C  -2.30615  1.89801  0.39291
H  4.52335  4.77806  0.70870
H  0.67084  -0.65632  3.90842
C  -2.38799  1.90392  6.36054
C  1.84032  -1.19653  -4.22790
H  2.59606  -0.66127  -3.65530
O  -2.48428  -1.57614  5.34206
H  -1.67446  3.57011  -0.89198
H  0.02940  3.38734  1.18460
H  0.45899  6.18565  2.00295
C  0.57454  -3.02553  -1.69603
H  5.56616  -1.69622  -0.79476
C  -1.62066  0.95299  -0.59795
C  -5.45440  0.07263  7.82459
O  0.08897  1.49092  -6.04314
H  -0.43578  4.21639  2.64504
O  -2.49922  0.66699  5.65939
C  3.67567  4.09980  0.61828
O  2.46920  1.60815  -5.34524
H  -1.83465  1.81815  1.37485
O  1.91638  -0.80686  -5.61513
H  3.43546  3.96622  -0.43333
C  1.00600  0.82588  2.40775
S  3.44626  -3.77274  2.93968
O  -0.47414  0.26613  -0.03144
O  -0.37040  -3.09187  -4.76549
C  0.32679  5.51348  1.15868
H  -3.91493  -3.07597  5.00726
H  3.91145  3.14211  1.07244
C  0.68539  -0.60841  2.81841
H  -3.32509  3.63181  -0.31245
O  1.63464  0.45313  -7.50838
H  1.66224  1.24890  3.16738
H  -2.32813  0.15434  -0.81691
H  0.85215  -0.99347  -3.81704
H  -0.26864  1.64298  -3.97751
H  1.19775  -3.82148  -1.29936
C  4.83460  -2.28164  -0.26754
H  1.92132  2.45574  -8.00629
O  -2.24043  -4.33205  -3.67063
H  -2.23231  -3.47715  4.64120
P  -0.65598  -4.10718  -3.72910
P  -3.44407  -0.51865  6.18682
O  -3.05412  -1.08356  7.53478
C  -1.96801  4.32658  1.15085
H  -3.89034  -5.15986  -4.55000
C  -0.48433  4.27189  1.55384
O  4.95471  -2.49931  1.05913
H  2.02921  -2.26409  -4.17056
H  2.01950  1.27631  -9.32589
H  -3.34159  1.59260  0.53701
H  1.58059  -1.83181  1.33709
H  -0.24088  6.05899  0.40428
C  -2.85773  -4.95055  -4.81450
C  1.83017  -1.53206  2.35216
H  -2.83180  -4.26962  -5.66483
H  -0.27458  -0.93741  2.42584
H  0.43821  1.69805  -8.64960
O  2.49561  4.87066  2.54474
C  2.52172  4.74026  1.34248
C  1.29098  -5.50720  -4.76642
H  0.10718  1.44120  2.42333
C  -2.88370  -2.95479  5.33795
O  1.55586  5.16529  0.51735
H  -2.76384  -3.37593  6.33540
O  -4.53876  0.54571  6.83233
H  1.12532  -2.46379  -2.44804
H  -2.36731  -5.88846  -5.07670
O  1.72690  -0.06140  -1.14884
H  -2.56787  4.04495  2.01607
H  1.07675  -3.38094  3.13894
H  -2.19447  5.34591  0.83326
C  1.49018  1.53981  -8.41277
H  0.31234  -2.34991  -0.88354
H  2.61457  0.31430  -1.23353
H  1.82572  -4.69698  -5.25765
P  0.93334  0.95328  -0.19582
H  2.77852  -0.99439  2.32001
H  -1.37890  2.51398  -5.05429
C  1.95456  -2.74901  3.26250
H  -5.92510  -0.86148  7.52588
P  1.47408  0.68800  -5.93531



(6)
ORCA calculation (wB97M-V/def2-TZVPD) on 13 unconnected molecules or ions with the total composition H26O13.

Summary:
Charge ... 0
Lowest unoccupied orbital energy ... -0.0247 hartree
Energy above the lowest of the compared OMol25 structures with the same formula, charge and spin ... 92.3 kJ/mol
Electronic energy ... -993.73806 hartree
Spin multiplicity ... 1

Positions of all 39 atoms, in Å:
H  2.11969  -0.74481  -2.49232
O  0.02754  0.87592  2.68062
H  -2.04597  -2.43778  0.77843
O  -1.31310  2.79376  -0.36476
H  -2.66780  -2.02267  3.33861
O  0.49475  1.35903  -2.95768
H  -0.10057  0.83713  -2.41578
H  -3.33085  1.23858  1.37306
O  -0.25133  0.28517  -0.20523
H  -0.96782  -0.33920  -0.05897
H  -2.55483  -2.47218  -0.65780
H  -2.56838  -0.93564  2.27613
H  -0.18078  1.77710  2.93579
O  1.02508  -2.17036  -0.02061
H  -0.60892  0.66614  1.99156
H  -0.25884  -2.07855  -3.24794
O  -1.81512  -2.17828  -0.12119
H  3.02629  0.37610  -0.14972
O  -2.27334  -1.82945  2.48649
H  -2.75311  1.21023  2.77728
H  2.23514  -1.99082  -3.35526
H  0.54734  -0.25008  -0.15681
H  0.77890  0.75859  -3.64975
H  1.22244  -2.16941  0.91844
H  0.15021  -2.56233  -0.08466
H  2.00879  2.38422  0.90475
H  0.85128  2.97727  0.10788
O  1.61970  -1.30295  -3.09614
O  2.49997  0.77490  1.54013
H  -0.87886  1.95632  -0.16728
O  1.80151  3.03595  0.22607
H  3.07292  0.75142  2.30898
O  -1.15330  -2.21622  -2.92605
O  3.35948  0.24126  -1.04236
H  1.60476  0.79042  1.90175
H  -2.13367  2.76577  0.12865
H  3.28917  1.10373  -1.45758
H  -1.11083  -1.97864  -1.99853
O  -2.76754  0.72036  1.95180



(7)
ORCA calculation (wB97M-V/def2-TZVPD) on a molecular structure, C5H7FOS.

Summary:
Charge ... 0
Lowest unoccupied orbital energy ... -0.0389 hartree
Energy above the lowest of the compared OMol25 structures with the same formula, charge and spin ... 374.1 kJ/mol
Electronic energy ... -767.84769 hartree
Spin multiplicity ... 1

Positions of all 15 atoms, in Å:
H  -1.47636  -2.02018  0.75986
H  0.54116  1.52749  -1.52777
C  0.87130  1.26073  -0.51350
S  3.09560  -0.43913  0.06154
C  0.21757  -0.74366  0.35515
H  -0.01157  -2.48062  -0.42232
H  -2.02580  1.75189  0.05088
H  -1.38972  -1.25752  -1.20224
F  1.45445  2.44113  0.07387
O  -1.68727  0.74739  -0.05955
H  -0.28792  1.37834  1.35986
H  0.31780  -1.02514  1.35193
C  1.50101  -0.10905  -0.37716
C  -0.42454  0.71040  0.39488
C  -0.69569  -1.74205  -0.30543



(8)
ORCA calculation (wB97M-V/def2-TZVPD) on a molecular structure, C27H22Br2N4O3Tc.

Summary:
Charge ... +2
Lowest unoccupied orbital energy (alpha / beta) ... -0.2969 / -0.2926 hartree
Energy above the lowest of the compared OMol25 structures with the same formula, charge and spin ... 135.4 kJ/mol
Electronic energy ... -6715.11447 hartree
Spin multiplicity ... 2

Positions of all 59 atoms, in Å:
C  0.41155  -2.99620  -3.19984
H  4.69613  -0.82905  -0.78397
H  1.11162  -2.99263  1.74508
C  0.84952  -0.11936  5.09238
C  -0.68575  1.54782  2.20603
H  1.99867  -3.27526  3.23418
H  -1.59260  0.73093  -5.80374
O  -0.68887  1.32493  0.86621
H  3.07353  3.18174  -0.95142
O  2.37019  0.17539  -0.20911
H  0.93868  -0.03785  6.16602
C  0.22654  -1.85614  -2.42900
C  1.55027  -2.80639  -0.68388
C  1.37885  -1.17463  4.41966
C  3.06733  1.19658  -0.45344
H  0.70457  2.97775  -0.12551
H  -1.72994  2.24176  -0.49545
C  1.14463  -4.05875  -2.69612
N  0.66579  -0.36930  2.26082
C  1.81430  -2.55214  2.44446
H  -0.01012  -3.07517  -4.18989
C  1.74515  -3.94345  -1.45250
N  1.11325  2.35710  -0.82298
H  2.07678  -2.74035  0.24177
C  -0.77918  -0.54664  -4.31308
H  -2.61316  2.86878  -5.31736
H  2.76800  -2.36101  1.95104
N  2.50626  2.36138  -0.76937
H  -2.95430  4.17377  -1.26469
Br  -0.48540  2.21670  6.80211
H  -3.37168  4.56374  -3.68037
C  5.03425  -0.06105  -0.09410
H  0.78997  2.62625  -1.74960
H  2.37117  -4.73964  -1.07573
O  4.35469  1.19479  -0.39368
H  -0.54452  -1.34581  -4.99699
C  -2.57158  3.47373  -1.99368
N  -0.65257  0.30191  -2.06326
C  0.07277  0.67185  2.96467
C  -1.35937  0.59670  -4.75628
C  1.25844  -1.29765  3.02142
C  -1.34182  2.58506  2.78373
C  -1.87224  2.37848  -1.55077
C  0.73125  -1.76192  -1.11925
Tc  0.34396  0.03529  -0.17444
C  -2.40122  2.75998  -4.26268
C  -1.70223  1.60860  -3.83513
C  -2.82461  3.69011  -3.35898
H  1.27529  -4.95385  -3.28809
H  1.88960  -1.96183  4.95258
C  -0.54551  1.93905  4.95101
H  4.83383  -0.33514  0.93735
Br  -2.31812  3.78389  1.72581
C  0.13383  0.84280  4.36325
H  -1.78217  3.62991  4.62840
C  -1.39472  1.42869  -2.46901
C  -0.43815  -0.66950  -2.95522
H  6.08381  0.16381  -0.24010
C  -1.26404  2.79446  4.17915